No. 1
Molecular formula: C28H76N4O12
Method: DFT, ωB97M-V/def2-TZVPD

Properties
Highest occupied orbital energy (eV): -8.446
Total charge: 0
SMILES string: COCCNCCOC.COCCNCCOC.COCCNCCOC.COCCNCCOC.CO.CO.CO.CO
Relative energy (zero: lowest compared OMol25 entry of this formula, charge and spin) (kJ/mol): 696.3

The geometry in XYZ format:
```
120
Properties=species:S:1:pos:R:3:forces:R:3
C -28.4811 -17.4826 13.1984 -0.4 -0.4 0.6
O -29.3987 -16.4602 12.8672 1.4 -0.7 -1.6
C -30.5423 -16.3170 13.6069 -0.8 1.9 0.8
C -31.5378 -15.3899 12.8397 0.2 -1.2 0.8
N -32.1688 -16.1143 11.7453 0.1 0.1 -1.5
C -31.3916 -16.2349 10.4784 -0.5 0.1 -1.4
C -32.0626 -16.9989 9.2139 1.1 1.8 1.1
O -32.9531 -16.1219 8.4914 3.5 -2.6 0.2
C -34.1807 -16.0298 9.0360 -2.2 1.4 -0.8
H -27.5946 -17.4288 12.5664 -0.1 0.5 0.2
H -28.8380 -18.5047 13.0719 -0.7 -0.1 -0.4
H -28.2548 -17.4702 14.2645 0.5 0.4 0.2
H -30.2993 -15.8170 14.5444 0.1 0.2 0.5
H -31.0187 -17.2459 13.9205 -0.2 -0.4 -0.4
H -31.1494 -14.4015 12.5939 0.8 -0.4 -0.8
H -32.2772 -15.0315 13.5559 -0.5 -0.7 0.2
H -32.4382 -17.0376 12.0538 0.0 0.0 0.2
H -30.3612 -16.5850 10.5416 0.0 -0.6 0.6
H -31.2280 -15.2305 10.0880 -0.3 0.3 0.1
H -32.4392 -17.9830 9.4929 -0.8 0.1 0.0
H -31.2624 -17.2111 8.5048 0.2 0.2 0.1
H -34.5922 -15.4470 8.2120 -1.2 0.9 0.8
H -34.1516 -15.5438 10.0112 -0.4 0.0 0.0
H -34.8274 -16.9067 9.0041 0.4 -0.7 0.5
C -42.8175 -13.7794 5.6449 -0.5 1.1 0.3
O -43.5667 -14.9598 5.7647 0.9 -0.3 -0.1
C -43.4539 -15.8292 4.6080 -1.6 1.5 1.3
C -44.4945 -15.3444 3.5696 -0.2 -1.9 1.1
N -44.3108 -16.1770 2.4359 1.0 0.0 -2.6
C -44.6807 -15.4704 1.1963 -0.2 -2.1 1.3
C -46.2246 -15.4860 1.0144 -0.2 0.7 -1.4
O -46.8290 -16.7883 0.8376 5.5 0.6 0.7
C -48.1400 -16.8742 0.7106 -2.8 0.3 -1.1
H -43.1687 -13.1519 4.8258 0.2 -0.2 -0.6
H -41.7306 -13.8606 5.6262 0.1 -0.6 -0.3
H -43.0140 -13.1136 6.4852 -0.2 -0.4 0.5
H -43.7847 -16.7880 5.0071 0.2 -0.2 -0.3
H -42.4281 -15.9011 4.2464 -0.1 0.2 -0.3
H -44.4827 -14.2793 3.3382 0.3 -0.1 0.1
H -45.5030 -15.6488 3.8495 -0.2 1.0 1.4
H -44.8806 -17.0109 2.4304 0.0 -0.1 0.5
H -44.1287 -16.0441 0.4518 -0.5 0.4 -0.8
H -44.2096 -14.4994 1.3489 -0.6 0.3 -0.8
H -46.3893 -14.8809 0.1229 -0.4 0.0 -0.5
H -46.7643 -14.9407 1.7887 0.2 -0.1 0.5
H -48.4019 -17.9322 0.6961 -0.3 0.0 0.9
H -48.5169 -16.5751 -0.2675 0.1 0.5 -0.6
H -48.6372 -16.2021 1.4101 -0.6 -0.5 0.5
C -37.6469 -22.4409 -0.1153 0.6 -0.5 0.4
O -37.4952 -23.8239 0.0289 0.5 -1.9 -0.9
C -36.6287 -24.5105 -0.9393 -0.7 0.8 0.8
C -35.3748 -25.0352 -0.1749 -1.7 -0.1 0.2
N -34.5392 -23.9862 0.4023 0.1 -0.1 -0.4
C -33.9264 -23.1453 -0.5810 1.6 1.0 0.2
C -33.0574 -22.0382 0.0763 -1.7 0.9 0.1
O -33.9966 -21.0742 0.6785 -0.2 0.0 -0.6
C -33.4582 -19.8021 1.1661 0.6 -2.9 0.1
H -38.4062 -22.1357 -0.8353 -0.1 0.0 -0.2
H -36.6524 -22.0990 -0.4019 -0.2 1.1 0.1
H -37.9430 -22.1672 0.8974 0.1 0.8 -0.2
H -36.3852 -23.8445 -1.7671 0.4 0.4 0.2
H -37.2733 -25.2221 -1.4553 0.3 -0.7 0.4
H -34.8811 -25.7917 -0.7848 0.7 0.4 -0.2
H -35.7296 -25.6024 0.6856 -0.3 -0.1 0.0
H -35.1360 -23.2685 0.7882 -0.7 -0.6 1.2
H -34.7097 -22.6383 -1.1444 0.3 0.2 -0.7
H -33.2383 -23.6869 -1.2301 -0.2 -0.2 -0.2
H -32.5014 -21.5887 -0.7465 0.2 0.4 0.1
H -32.3881 -22.4079 0.8532 0.1 -0.2 0.0
H -32.6712 -20.1975 1.8083 0.8 0.9 0.0
H -34.1423 -19.3283 1.8701 -0.4 0.0 -0.7
H -33.1092 -19.2047 0.3238 0.0 0.3 0.3
C -37.6270 -14.4179 1.1709 0.7 1.8 -1.0
O -36.8762 -13.3663 1.7856 1.2 1.0 0.7
C -36.8973 -11.9771 1.2065 -1.3 -2.4 0.3
C -38.0623 -11.2877 1.8648 0.6 1.8 0.8
N -37.7426 -10.7205 3.1987 -0.7 0.0 0.1
C -37.1122 -9.3767 3.4505 0.1 -2.7 -0.5
C -38.0801 -8.2311 3.4630 -1.0 -2.3 -0.1
O -37.4067 -7.1505 3.9041 1.5 1.8 -0.6
C -38.1535 -5.9751 4.0557 0.5 0.4 1.2
H -38.5696 -13.9611 0.8693 -0.5 -0.7 0.0
H -37.7192 -15.3098 1.7906 -0.1 0.5 0.4
H -37.0736 -14.7203 0.2818 -0.2 -0.2 -0.3
H -37.0683 -12.0524 0.1326 0.2 0.0 -0.2
H -35.9794 -11.4306 1.4230 0.2 -0.6 0.0
H -38.8862 -11.9969 1.9446 -0.1 0.2 0.1
H -38.3714 -10.4373 1.2570 -0.2 0.0 -0.2
H -37.3418 -11.4427 3.7800 0.1 0.2 0.0
H -36.2747 -9.2475 2.7649 0.2 0.5 0.0
H -36.7487 -9.4963 4.4711 0.4 0.3 -0.1
H -38.8216 -8.5590 4.1916 -0.7 0.2 0.0
H -38.5507 -8.1317 2.4849 -0.2 0.4 -0.2
H -38.5468 -6.0408 5.0702 -0.8 0.4 0.0
H -38.9068 -5.7386 3.3042 -0.1 -0.5 -0.1
H -37.4586 -5.1358 4.0833 0.1 0.0 -0.2
C -32.2902 -13.9203 -3.0463 0.9 0.2 0.2
O -32.5905 -13.3374 -4.2920 -0.4 -0.1 -0.6
H -32.9450 -14.7575 -2.8049 -0.4 0.5 -0.1
H -31.2894 -14.3519 -3.0614 0.3 0.0 0.0
H -32.2847 -13.1073 -2.3203 -0.3 -0.5 0.6
H -32.1290 -12.4959 -4.3142 -0.1 0.0 -0.2
C -35.5574 2.8476 1.9275 0.3 -1.6 1.6
O -35.5525 1.9326 0.8807 -0.3 -0.3 -2.7
H -36.1499 2.2748 2.6409 -0.2 1.0 1.1
H -34.5213 2.8540 2.2661 0.0 1.0 0.5
H -36.0022 3.8256 1.7440 0.2 -0.3 -0.5
H -35.1489 1.1197 1.1935 0.0 0.1 0.0
C -32.5558 -5.1513 3.1714 0.7 -1.2 -0.1
O -33.4282 -4.1206 2.9586 -1.7 1.5 0.3
H -32.4157 -5.4179 4.2189 0.4 0.5 0.3
H -32.9879 -6.0654 2.7643 0.5 -0.3 -0.6
H -31.6475 -4.8041 2.6789 0.3 -0.8 0.2
H -34.2540 -4.3808 3.3733 -0.3 0.3 -0.1
C -30.1991 -11.6921 4.7021 -1.9 -0.4 0.6
O -31.1978 -12.6707 4.1502 2.0 1.3 -0.4
H -29.2374 -11.5281 4.2160 -0.2 -1.1 -0.8
H -30.6733 -10.7117 4.6555 -0.2 0.0 0.2
H -29.9761 -11.9247 5.7434 -0.1 0.0 0.0
H -31.6257 -13.2089 4.8201 0.4 0.3 0.4
```
Positions in Å, forces in eV/Å.



No. 2
Molecular formula: C23H29BCl66OSi
Method: DFT, ωB97M-V/def2-TZVPD

Properties
Highest occupied orbital energy (eV): -9.079
Total charge: 0

The geometry in XYZ format:
```
121
Properties=species:S:1:pos:R:3:forces:R:3
C -1.9841 2.1671 -1.8453 -0.7 0.5 0.0
B -3.1998 3.2182 -1.9752 1.6 0.5 -1.1
O -2.9587 4.5527 -2.4468 -0.4 -2.6 0.2
Si -5.0044 2.5971 -1.4168 -0.3 -0.3 0.3
H -2.3573 1.1433 -1.6721 0.3 0.3 -0.1
H -1.3040 2.2053 -2.7147 -0.1 0.0 0.5
H -1.4407 2.4800 -0.9265 0.0 -0.2 -0.5
H -2.6695 5.0238 -1.6576 0.6 0.2 -0.9
H -4.8224 1.3877 -0.5825 -0.1 0.0 0.1
H -5.6632 3.6480 -0.5989 -0.2 0.0 -0.1
H -5.8325 2.2107 -2.5687 -0.2 0.1 0.0
C 2.0283 0.1394 0.8548 -0.4 0.0 -0.3
Cl 3.3602 0.0306 -0.3014 -0.3 0.2 0.0
Cl 1.3774 1.7800 0.8924 0.0 0.0 0.0
Cl 0.7676 -1.0347 0.4694 0.1 0.1 0.0
H 2.4174 -0.0884 1.8372 -0.1 0.2 -0.2
C 3.9454 -2.3090 -3.2246 0.1 -0.1 -0.1
Cl 3.4673 -3.7789 -2.3745 0.0 0.2 0.0
Cl 5.7085 -2.2058 -3.3243 -0.1 -0.1 -0.1
Cl 3.2166 -2.2605 -4.8370 -0.2 0.1 0.4
H 3.5830 -1.4591 -2.6598 0.0 0.0 0.0
C 6.6200 0.5957 -6.5666 -0.2 0.0 -0.1
Cl 6.2755 2.3020 -6.8767 0.1 0.0 0.0
Cl 5.1484 -0.2696 -6.1139 0.3 0.3 -0.2
Cl 7.3759 -0.1537 -7.9780 0.0 0.0 0.1
H 7.3161 0.5362 -5.7384 0.0 0.0 0.0
C -4.3074 -1.2408 2.3064 -0.1 0.1 -0.3
Cl -2.7698 -0.6292 1.6855 -0.1 0.0 0.0
Cl -5.5565 0.0099 2.2712 0.1 -0.1 0.0
Cl -4.8230 -2.6640 1.3962 0.0 0.1 0.0
H -4.1567 -1.5303 3.3357 0.0 0.0 0.0
C 2.9839 -5.3906 -7.9049 0.0 0.0 0.3
Cl 2.6268 -7.0870 -8.2576 0.1 0.0 -0.1
Cl 1.7540 -4.3381 -8.6131 0.1 0.0 0.0
Cl 3.1065 -5.1223 -6.1621 0.0 -0.3 -0.3
H 3.9420 -5.1465 -8.3626 -0.5 -0.1 0.4
C 4.4937 2.9418 2.8508 0.0 0.1 0.1
Cl 3.3044 4.1163 3.4210 0.1 -0.1 -0.1
Cl 6.0960 3.2985 3.5061 0.0 -0.1 -0.2
Cl 4.0031 1.2999 3.2853 0.2 0.2 0.1
H 4.5454 3.0064 1.7700 0.0 0.0 0.0
C -3.0020 -5.3282 4.3938 0.0 0.0 -0.2
Cl -1.6873 -5.3904 3.2157 0.0 0.0 0.1
Cl -3.6637 -3.6941 4.5050 0.3 -0.2 0.0
Cl -4.2719 -6.4820 3.9730 0.0 0.1 0.1
H -2.6033 -5.5992 5.3641 0.0 0.0 0.0
C 4.2575 -5.6528 -11.5380 -0.1 0.1 -0.2
Cl 3.5773 -4.1759 -12.2257 0.0 -0.1 0.1
Cl 5.1872 -6.5372 -12.7509 -0.1 0.0 0.1
Cl 5.2674 -5.2783 -10.1334 0.4 0.0 -0.4
H 3.4399 -6.2839 -11.2076 0.1 0.0 0.0
C 7.0699 1.1830 6.1855 0.0 0.0 0.1
Cl 8.5613 2.1083 6.3822 -0.1 0.0 -0.1
Cl 7.4303 -0.5052 5.7986 0.0 0.0 -0.1
Cl 6.0712 1.2898 7.6383 0.0 0.0 -0.1
H 6.5131 1.6081 5.3584 0.1 -0.1 0.1
C -6.4350 -3.7665 7.3389 0.1 0.1 0.0
Cl -4.7609 -4.2821 7.5831 -0.2 -0.1 0.2
Cl -7.0385 -2.9266 8.7708 0.0 -0.1 -0.1
Cl -6.5766 -2.7358 5.9087 -0.1 0.0 0.1
H -7.0424 -4.6495 7.1817 0.0 0.0 0.0
C -3.5163 5.6758 0.2099 -0.4 0.5 0.4
Cl -1.8263 5.1500 0.1848 0.3 0.2 0.8
Cl -3.9142 6.4637 1.7377 0.2 0.0 -0.1
Cl -3.8554 6.7610 -1.1412 -0.4 0.7 0.6
H -4.1459 4.7976 0.1084 0.0 0.1 0.0
C 7.8947 -1.0813 0.1463 -0.1 -0.1 0.0
Cl 6.1880 -0.8596 -0.2519 0.4 0.0 0.3
Cl 8.1961 -0.5735 1.8106 0.0 0.0 0.0
Cl 8.3841 -2.7611 -0.1000 0.0 0.1 0.0
H 8.4834 -0.4549 -0.5130 0.0 0.0 0.0
C -6.3631 3.6979 3.9217 0.0 0.0 0.0
Cl -7.9190 2.9430 4.2825 0.0 0.0 0.0
Cl -5.0414 2.7432 4.6037 0.0 0.2 -0.1
Cl -6.1824 3.9218 2.1776 -0.1 -0.2 0.1
H -6.3442 4.6749 4.3892 0.0 0.0 0.0
C -6.4896 2.1551 -5.7302 0.0 0.0 0.2
Cl -7.7710 3.0907 -4.9582 0.0 0.0 -0.1
Cl -4.9052 2.7461 -5.2170 0.1 0.0 -0.2
Cl -6.6707 0.4354 -5.3642 0.0 0.1 0.0
H -6.5666 2.2850 -6.8027 0.0 0.0 0.1
C 7.2916 6.9895 4.7472 0.0 -0.1 0.0
Cl 5.6810 6.3229 5.0294 0.1 0.2 0.1
Cl 8.5190 6.0102 5.5585 -0.1 0.1 0.0
Cl 7.6260 7.0967 3.0150 0.0 0.0 0.1
H 7.3246 7.9894 5.1622 0.0 0.0 0.0
C -10.7688 2.3183 -1.8756 0.3 0.0 0.0
Cl -10.3410 4.0102 -2.1499 -0.3 -0.5 0.2
Cl -10.7177 1.4258 -3.3975 -0.1 0.0 0.0
Cl -9.6673 1.5934 -0.6979 -0.1 0.0 0.0
H -11.7748 2.2684 -1.4767 0.0 0.0 0.0
C -9.9750 8.2055 -2.5448 0.0 -0.1 0.1
Cl -11.7284 8.4165 -2.5937 0.1 0.0 0.0
Cl -9.3486 8.5239 -0.9253 0.0 0.1 0.0
Cl -9.5120 6.5784 -3.0489 0.1 0.6 -0.3
H -9.5263 8.9118 -3.2333 0.0 0.0 0.1
C 3.8038 -7.8188 -1.7755 0.2 0.2 -0.1
Cl 5.4565 -8.2272 -1.3091 -0.1 0.0 0.0
Cl 3.0827 -6.7379 -0.5734 -0.1 0.0 0.1
Cl 3.7643 -7.0614 -3.3677 0.0 -0.3 0.0
H 3.2173 -8.7289 -1.8074 0.0 0.0 0.0
C 5.0191 -6.9828 2.6316 -0.1 0.0 0.1
Cl 6.4956 -6.0230 2.8101 0.2 -0.6 -0.2
Cl 5.3970 -8.7079 2.5475 0.0 0.1 0.0
Cl 3.8932 -6.6550 3.9522 0.1 -0.1 -0.2
H 4.5439 -6.6996 1.6994 0.1 0.0 0.1
C 4.3237 -2.2631 4.3598 0.2 -0.2 0.1
Cl 5.4070 -3.5323 3.7749 -0.4 0.7 0.2
Cl 3.1802 -1.7902 3.0949 0.0 -0.5 0.2
Cl 3.4619 -2.7990 5.8076 0.0 0.1 -0.1
H 4.9168 -1.3952 4.6205 0.0 0.0 0.0
C -4.5787 10.3188 -2.8211 -0.1 0.0 -0.1
Cl -4.9084 12.0548 -2.7997 0.0 -0.1 0.0
Cl -5.9666 9.4127 -2.2092 0.0 0.0 0.0
Cl -4.1559 9.7848 -4.4512 0.0 0.0 0.1
H -3.7340 10.1252 -2.1704 0.0 0.0 0.0
C 3.3078 -8.3308 7.7146 0.0 -0.1 -0.1
Cl 2.9658 -6.7005 7.1220 0.0 0.0 0.2
Cl 1.8103 -9.1629 8.1485 0.1 0.0 0.0
Cl 4.2102 -9.2595 6.5133 0.0 0.0 0.1
H 3.9183 -8.2455 8.6052 0.0 0.0 0.0
```
Positions in Å, forces in eV/Å.



No. 3
Molecular formula: C4H13BCl2N6O6P
Method: DFT, ωB97M-V/def2-TZVPD

Properties
Highest occupied orbital energy (eV): -13.558
Total charge: +1

The geometry in XYZ format:
```
33
Properties=species:S:1:pos:R:3:forces:R:3
N -0.3325 0.1212 2.1071 0.5 0.1 -0.4
C -0.3466 -0.5530 0.9284 -0.1 0.1 0.1
N 0.3051 -0.2041 -0.1849 -0.1 0.1 -0.1
C -0.0912 -1.0538 -1.1296 -0.1 0.0 0.0
N 0.2825 -1.0660 -2.4289 0.1 0.0 0.1
N -0.2674 -2.0313 -3.2876 0.0 -0.2 0.3
P 1.3877 0.0304 -3.2318 0.2 0.2 -0.3
O 0.9210 0.2994 -4.5750 -0.1 0.0 0.1
O 1.5472 1.2428 -2.2466 -0.1 -0.2 0.2
O 2.7955 -0.6711 -3.0944 -0.2 0.0 0.0
N -0.9574 -1.9575 -0.6272 0.0 0.0 -0.1
N -1.1215 -1.6143 0.6903 0.3 -0.2 0.3
O -1.9868 -2.2743 1.4793 -0.2 0.0 -0.1
B -1.5598 -3.5642 1.9365 0.2 -0.2 0.0
O -2.5744 -4.3594 2.2907 0.0 0.1 -0.1
O -0.2511 -3.9477 1.9237 -0.2 0.1 0.2
H 0.0220 -0.3769 2.9129 -0.4 -0.1 0.1
H 0.1558 1.0082 1.9809 -0.1 0.0 0.1
H 0.0076 -2.9737 -3.0376 0.0 0.0 0.0
H -1.2684 -1.9280 -3.4021 0.1 0.1 -0.1
H 0.7639 1.8008 -2.1575 0.1 0.2 -0.1
H 2.8108 -1.4714 -2.5621 0.2 0.0 0.0
H -1.4728 -2.7101 -1.0556 0.0 0.0 0.1
H -2.2879 -5.2061 2.6495 -0.1 -0.1 0.1
H 0.4067 -3.2865 2.1526 0.1 0.0 -0.2
Cl -0.9317 3.8766 0.0372 -0.1 0.0 0.0
C -0.3356 4.8347 1.4210 0.0 0.1 0.1
C 1.1358 4.6148 1.6539 -0.1 0.0 -0.1
Cl 1.4664 2.9354 2.1847 0.2 0.0 0.1
H -0.9240 4.5538 2.2903 0.0 0.0 0.0
H -0.5150 5.8834 1.1928 0.0 0.0 -0.1
H 1.5019 5.2710 2.4401 0.0 0.0 0.0
H 1.7141 4.7768 0.7488 0.0 0.0 0.0
```
Positions in Å, forces in eV/Å.



Number 1: Kohn-Sham gap 8.87 eV. Number 2: Kohn-Sham gap 9.19 eV. Number 3: Kohn-Sham gap 10.35 eV.